Density functional theory data (ωB97M-V/def2-TZVPD) for C27H20BeNO3PS2 as an isolated structure.

```
55
Properties=species:S:1:pos:R:3:forces:R:3:nbo_charge:R:1
Be 0.6479 -1.5037 1.1520 0.50 0.17 0.13 1.590
S 0.5082 -4.4232 -1.7668 -0.03 -0.02 -0.04 0.399
C -1.0005 -4.5633 -0.9595 0.00 -0.01 0.03 -0.409
C -1.1059 -3.7099 0.1001 0.04 -0.03 -0.03 -0.249
C 0.0500 -2.8999 0.3012 -0.22 -0.02 0.00 -0.595
C 0.9891 -3.1984 -0.6552 0.12 0.10 0.01 -0.337
C 2.2544 -2.4800 -0.6089 -0.08 -0.06 -0.01 0.236
C 3.3840 -2.6902 -1.3937 0.00 0.01 -0.02 -0.251
C 4.5234 -1.9547 -1.1305 0.02 -0.01 -0.01 -0.128
C 4.5313 -1.0325 -0.0898 -0.04 0.01 0.01 -0.288
C 3.3675 -0.8628 0.6343 0.04 0.05 -0.03 0.089
N 2.2587 -1.5458 0.3662 -0.04 -0.05 0.12 -0.633
H -1.7291 -5.2762 -1.3135 0.00 -0.01 0.00 0.233
H -1.9911 -3.6549 0.7187 -0.01 0.00 0.01 0.233
H 3.3632 -3.4333 -2.1789 0.00 0.00 0.00 0.229
H 5.4152 -2.1105 -1.7240 0.00 0.00 0.00 0.222
H 5.4142 -0.4616 0.1567 0.01 0.00 0.00 0.228
H 3.3031 -0.1675 1.4630 -0.01 0.00 0.00 0.217
O -0.4278 -0.6924 4.7436 0.11 0.08 0.05 -0.937
S -0.4292 -0.5493 3.3224 0.11 -0.19 -0.28 2.404
O -1.5230 -1.1174 2.5625 -0.04 0.05 0.11 -0.972
O 0.8806 -1.0121 2.6956 -0.41 -0.09 -0.13 -1.136
C -0.4642 1.1857 2.9277 -0.10 -0.01 0.06 -0.241
C -0.4893 2.1073 3.9580 -0.02 0.09 0.00 -0.206
C -0.6037 3.4612 3.6641 0.01 -0.05 0.05 -0.195
C -0.6957 3.8785 2.3473 0.00 -0.03 -0.05 -0.205
C -0.6582 2.9466 1.3169 0.02 0.08 -0.01 -0.191
C -0.5449 1.5892 1.5902 0.02 -0.02 -0.03 -0.349
P -0.3966 0.3483 0.2523 -0.01 -0.08 0.15 0.815
C 0.3808 1.3161 -1.0794 -0.01 0.05 -0.04 -0.346
C 1.6801 1.7798 -0.8690 0.01 0.00 -0.01 -0.203
C 2.3354 2.5116 -1.8436 0.00 0.00 -0.02 -0.197
C 1.7010 2.7840 -3.0499 0.02 0.01 0.01 -0.203
C 0.4104 2.3302 -3.2664 -0.01 -0.01 0.00 -0.206
C -0.2511 1.6021 -2.2847 0.02 -0.01 -0.04 -0.195
C -2.0701 0.0087 -0.3443 -0.01 0.00 0.02 -0.374
C -2.2085 -0.9519 -1.3450 -0.01 -0.01 -0.01 -0.189
C -3.4657 -1.2750 -1.8290 -0.02 0.00 0.00 -0.212
C -4.5917 -0.6550 -1.3040 0.00 0.00 -0.01 -0.197
C -4.4582 0.2869 -0.2946 0.00 0.00 0.00 -0.226
C -3.1997 0.6203 0.1851 -0.01 0.02 -0.01 -0.121
H -0.4309 1.7529 4.9779 0.00 0.00 0.00 0.249
H -0.6258 4.1863 4.4669 0.00 0.00 0.01 0.220
H -0.7933 4.9309 2.1156 0.00 0.01 -0.01 0.219
H -0.7088 3.2831 0.2884 0.00 0.00 0.00 0.225
H 2.1759 1.5837 0.0735 0.01 -0.02 0.03 0.215
H 3.3413 2.8686 -1.6643 0.00 0.00 0.00 0.216
H 2.2125 3.3523 -3.8157 0.00 0.00 0.00 0.217
H -0.0914 2.5446 -4.2011 0.00 0.00 0.00 0.218
H -1.2614 1.2584 -2.4631 0.00 0.01 0.00 0.230
H -1.3351 -1.4621 -1.7364 0.01 0.02 0.00 0.228
H -3.5659 -2.0234 -2.6043 0.00 0.00 0.00 0.218
H -5.5749 -0.9145 -1.6749 0.00 0.00 0.00 0.215
H -5.3354 0.7597 0.1272 0.00 0.00 0.00 0.216
H -3.1011 1.3445 0.9835 0.00 0.00 0.00 0.213
```
Positions in Å, forces in eV/Å.

Values from the calculation:
- Max |F|: 0.55 eV/Å
- Orbital gap: 8.229 eV
- LUMO level: 0.0015 Ha
- 2S+1: 1
- Highest occupied orbital energy: -8.187 eV